No. 1
The following is a DFT calculation (ωB97M-V/def2-TZVPD) of a 2-piece molecular cluster, C2H4NP overall at a distorted geometry.

Computed properties:
Gap between HOMO and LUMO (spin up / spin down), eV: 7.560 / 9.098
Energy relative to the best compared isomer or geometry (same formula, charge and spin), eV: 3.827
E, eV: -12912.70236

CARTESIAN COORDINATES (ANGSTROEM)
1 C 1.00881 -0.34941 0.39358
2 H -1.60622 2.46796 -1.23676
3 H 1.55923 -0.29696 -0.57397
4 C -0.45818 -0.54999 0.10064
5 P -1.96121 0.35213 0.15969
6 H 1.59329 -1.13558 0.94368
7 H 1.19864 0.60043 0.94012
8 N -1.33437 -1.08859 -0.72699

=====

No. 2
The following is a DFT calculation (ωB97M-V/def2-TZVPD) of C36H33BrCaN7OS as an isolated structure at a distorted geometry.

Computed properties:
Gap between HOMO and LUMO (spin up / spin down), eV: 5.707 / 6.821
Multiplicity: 2
Energy relative to the best compared isomer or geometry (same formula, charge and spin), eV: 1.424
E, eV: -149664.11646

CARTESIAN COORDINATES (ANGSTROEM)
1 C -0.04380 -3.10722 -1.02945
2 H 2.75135 3.65065 -3.61469
3 C 3.80197 -3.27756 -1.78640
4 H 1.19780 -4.08632 1.80662
5 H 4.30717 -0.33490 1.89059
6 C -1.95419 -1.82400 -0.94237
7 C 2.99700 3.65830 -0.25585
8 H 1.04238 0.31964 2.98314
9 C -3.78573 2.03722 -3.05493
10 C -4.53999 2.69271 1.29143
11 H 2.76188 0.23961 3.44320
12 H -3.03400 -3.44817 2.02657
13 H 1.38903 2.18655 1.69998
14 N -0.60775 -1.94947 -0.73174
15 C -2.47465 3.06280 2.48493
16 H -0.17850 -5.10345 -1.79066
17 N 2.37017 0.36941 1.37926
18 H 3.25538 4.28412 0.58581
19 C 3.07289 4.14140 -1.55022
20 C -3.84227 3.24024 -2.34577
21 H -2.53295 -1.11228 2.75731
22 C -3.79058 3.41092 2.20941
23 N -0.51072 -1.34499 2.69257
24 C -1.92430 1.98221 1.83801
25 H 3.84254 -4.01500 -2.57163
26 C -2.64242 1.23755 0.87945
27 C 3.69600 -0.11581 1.00131
28 C 2.53505 2.36111 -0.05268
29 H -3.71846 -2.68797 -1.83489
30 C -1.61964 2.79658 -1.50192
31 N -1.58386 1.64831 -2.24318
32 N 2.17793 1.56944 -1.05276
33 N 2.86837 -1.24572 -0.95775
34 C 2.35833 1.82371 1.34192
35 H -2.51356 0.35206 -3.51627
36 C -2.05653 -4.02299 -1.93378
37 C -2.62081 -0.69896 -0.44648
38 H 2.28276 -2.06814 -2.72697
39 H 2.06818 -1.91081 3.84822
40 H 1.94340 1.34090 -3.06385
41 C 4.60227 -3.38288 -0.65998
42 O -0.52522 0.88737 -2.24922
43 C -2.64298 1.27964 -2.97586
44 S -0.32568 3.21268 -0.51913
45 C -2.76622 3.60538 -1.58313
46 C -3.97410 1.63029 0.62503
47 Ca 0.22128 0.20594 -0.41274
48 C 3.67230 -1.31331 0.09294
49 C 2.01049 -0.10412 2.70949
50 H 3.13994 2.25052 1.99823
51 H -5.56792 2.96288 1.10012
52 C 0.51876 -2.14721 2.45433
53 H 1.01066 -3.18878 -0.78792
54 H 3.40514 5.15347 -1.73840
55 H -4.56994 1.12243 -0.12049
56 C 0.34470 -3.45486 2.01328
57 C 4.54439 -2.38215 0.29329
58 H -0.90869 1.67335 2.04925
59 H -1.90126 3.63308 3.20234
60 H -1.10905 -4.94496 1.49538
61 C 2.26613 2.02570 -2.29069
62 C 2.70875 3.30637 -2.59338
63 H -4.71689 3.86843 -2.39835
64 Br -4.57852 4.90847 3.08907
65 H 5.27038 -4.22261 -0.53100
66 C -1.73733 -1.80929 2.52758
67 C 2.93740 -2.19392 -1.87540
68 H -4.61221 1.70051 -3.65989
69 H 5.16889 -2.42049 1.17456
70 H -2.75721 4.51336 -1.00046
71 C -2.67575 -2.85366 -1.60716
72 H 4.21114 0.66664 0.43130
73 H -3.69679 -0.65254 -0.62311
74 H 2.63375 -2.12857 2.19407
75 C -0.70037 -4.17977 -1.59902
76 C -2.01470 -3.10432 2.12099
77 N -1.98713 0.20806 0.28273
78 C 1.88660 -1.62470 2.80619
79 H -2.58778 -4.82287 -2.43172
80 C -0.94205 -3.93526 1.84137

=====

No. 3
The following is a DFT calculation (ωB97M-V/def2-TZVPD) of a 2-piece molecular cluster, C2H2NO2S overall.

Computed properties:
Gap between HOMO and LUMO, eV: 5.752
Energy relative to the best compared isomer or geometry (same formula, charge and spin), eV: 1.310
E, eV: -18527.11966
Charge: -1

CARTESIAN COORDINATES (ANGSTROEM)
1 C -2.67325 0.11813 -0.15720
2 O -2.77600 -1.02805 -0.28053
3 C 1.60407 -0.07163 1.06130
4 O -2.82732 1.26547 -0.15624
5 H 1.55115 -0.06094 -1.04530
6 H 3.10422 -0.20947 -0.33473
7 N 2.11353 -0.09129 -0.19163
8 S -0.09640 0.07777 1.10435

=====

What did the third record say?
The following is a DFT calculation (ωB97M-V/def2-TZVPD) of a 2-piece molecular cluster, C2H2NO2S overall.

Computed properties:
Gap between HOMO and LUMO, eV: 5.752
Energy relative to the best compared isomer or geometry (same formula, charge and spin), eV: 1.310
E, eV: -18527.11966
Charge: -1

CARTESIAN COORDINATES (ANGSTROEM)
1 C -2.67325 0.11813 -0.15720
2 O -2.77600 -1.02805 -0.28053
3 C 1.60407 -0.07163 1.06130
4 O -2.82732 1.26547 -0.15624
5 H 1.55115 -0.06094 -1.04530
6 H 3.10422 -0.20947 -0.33473
7 N 2.11353 -0.09129 -0.19163
8 S -0.09640 0.07777 1.10435